[1]
Formula: C21H17BrCoN6O6S
Source: the Open Molecules 2025 dataset
Level of theory: ωB97M-V with the def2-TZVPD basis set

XYZ file:
```
53
Properties=species:S:1:pos:R:3:forces:R:3
Co -0.38011 0.53772 -0.05317 0.18 0.63 -0.17
C -1.84790 1.95255 3.87195 0.01 -0.08 0.01
C -1.46764 1.22248 2.62539 -0.06 -0.18 0.22
N -1.38625 1.71224 1.45313 -0.10 0.05 0.01
N -1.64992 3.02082 1.19859 0.17 -0.25 -0.08
C -1.56271 3.44196 -0.08622 -0.03 0.06 -0.02
N -1.79565 4.73585 -0.28520 0.01 0.12 -0.12
S -1.25391 2.38235 -1.36175 0.07 0.08 0.24
C -1.11173 -0.22274 2.70400 -0.04 0.24 -0.09
C -1.17585 -0.94626 3.87259 -0.05 -0.14 0.23
C -0.81362 -2.28994 3.84450 -0.04 0.02 0.11
C -0.41790 -2.85967 2.65231 0.00 -0.06 -0.05
C -0.39207 -2.06379 1.51512 -0.10 0.07 -0.05
N -0.72322 -0.77921 1.55108 0.25 -0.11 0.11
H -2.11251 2.99328 3.71615 -0.01 0.03 -0.01
H -1.01269 1.92147 4.57459 -0.02 0.00 0.00
H -2.70277 1.46762 4.34586 0.02 0.00 -0.01
H -1.87634 3.65362 1.94686 -0.02 0.03 0.12
H -1.96735 5.38886 0.46103 -0.06 0.00 0.00
H -1.74269 5.09330 -1.22466 0.01 0.02 0.01
H -1.50292 -0.48702 4.79517 0.02 -0.03 -0.03
H -0.84978 -2.88010 4.75101 0.00 0.02 -0.02
H -0.13400 -3.90084 2.58903 -0.01 0.02 0.00
H -0.11105 -2.45772 0.54626 0.02 0.03 0.00
O 1.20130 1.18487 1.48435 0.09 0.00 -0.04
C 2.42459 1.13389 1.34918 -0.06 -0.01 -0.08
C 3.12143 0.85109 0.12258 -0.02 0.12 0.26
C 4.51662 0.95058 0.11260 0.02 0.00 0.21
C 5.18441 0.77028 -1.06311 0.23 -0.11 -0.07
C 4.50946 0.49274 -2.25181 0.03 -0.02 -0.10
C 3.14121 0.37344 -2.24853 0.03 -0.07 -0.22
C 2.42240 0.53874 -1.05910 -0.50 0.04 0.07
O 1.11498 0.39196 -1.08840 0.35 -0.25 -0.08
N 6.65731 0.88767 -1.07846 -0.14 0.43 -0.10
O 7.20475 0.81687 -2.15662 0.01 -0.17 0.01
O 7.21088 1.10491 -0.02128 -0.03 -0.15 0.06
H 3.05389 1.33228 2.22856 0.01 0.03 0.01
H 5.06848 1.17313 1.01821 -0.03 0.01 -0.04
H 5.08214 0.37496 -3.16136 -0.02 -0.01 0.01
H 2.58630 0.15103 -3.15036 0.05 0.01 0.01
Br -3.35898 -5.70892 -1.79302 -0.01 -0.03 0.00
C -3.11085 -4.09198 -2.73352 -0.04 -0.10 0.00
C -3.50528 -3.98925 -4.05873 -0.02 0.18 -0.22
N -3.35623 -2.86926 -4.76797 0.09 -0.02 0.31
C -2.79390 -1.82281 -4.16223 -0.10 -0.17 -0.21
C -2.36572 -1.84400 -2.84028 -0.04 -0.11 0.01
C -2.53638 -3.00867 -2.10863 0.04 0.10 0.18
C -1.71667 -0.63322 -2.26261 0.11 0.06 0.23
O -1.46659 0.33085 -2.95797 0.09 -0.04 -0.05
O -1.43695 -0.71579 -0.96993 -0.38 -0.26 -0.53
H -3.95681 -4.83519 -4.56413 0.01 0.02 0.00
H -2.67336 -0.92075 -4.74865 0.01 -0.01 0.00
H -2.23178 -3.05628 -1.07240 0.01 0.00 -0.02
```
Forces are in eV/Å.

Summary:
E_HOMO (alpha / beta) (eV): -11.25 / -11.24
2S+1: 5
Charge: +1

Atomic partial charges in e from the Mulliken method, atoms 1 to 2: atom 1 (Co): 0.444, atom 2 (C): -1.649

[2]
Formula: C3H5NO2
Source: the Open Molecules 2025 dataset
Level of theory: ωB97M-V with the def2-TZVPD basis set

XYZ file:
```
11
Properties=species:S:1:pos:R:3:forces:R:3
H 2.18700 1.31022 0.01250 0.17 -0.35 0.57
N 1.34331 0.75237 0.14911 -1.87 2.41 -0.20
C 1.23761 0.00689 -0.90105 1.00 -0.80 2.99
O 0.14146 -0.75935 -1.04376 0.40 -0.04 -0.12
C -0.71805 -0.79978 0.11018 -0.06 0.01 0.01
C -1.43289 0.51355 0.38146 -0.26 0.03 0.31
O -2.08255 0.68879 1.38173 0.32 -0.10 -0.48
H 2.27487 -0.32908 -0.58609 0.34 -1.33 -2.97
H -0.14939 -1.08291 1.00190 -0.06 0.09 -0.11
H -1.45247 -1.58431 -0.09352 0.06 0.19 -0.09
H -1.34892 1.28362 -0.41246 -0.04 -0.11 0.09
```
Forces are in eV/Å.

Summary:
E_HOMO (eV): -9.96
ΔE to the lowest compared entry with this formula, charge and spin (kcal/mol): 94.1

Atomic partial charges in e from the Mulliken method, atoms 1 to 2: atom 1 (H): 0.288, atom 2 (N): -0.543

[3]
Formula: C3H2O3
Source: the Open Molecules 2025 dataset
Level of theory: ωB97M-V with the def2-TZVPD basis set

XYZ file:
```
8
Properties=species:S:1:pos:R:3:forces:R:3
O 0.32326 1.22125 -0.12234 0.55 -0.33 0.97
O 0.15675 -0.94157 0.44748 -1.51 -1.60 1.24
O 2.13535 -0.10154 -0.06807 0.18 -0.23 1.05
C -1.70910 0.25977 -0.42611 -1.42 -3.14 -1.56
C -1.19762 -0.84185 0.20313 2.44 2.73 1.79
C 0.95206 0.16479 0.14625 0.43 1.66 -3.09
H -1.76260 -1.30239 1.02639 -0.19 -0.98 -0.94
H -2.29238 -0.59675 -1.09482 -0.48 1.89 0.54
```
Forces are in eV/Å.

Summary:
E_HOMO (alpha / beta) (eV): -3.24 / -4.23
ΔE to the lowest compared entry with this formula, charge and spin (kcal/mol): 33.5
2S+1: 2
Charge: -1

Atomic partial charges in e from the Mulliken method, atoms 1 to 2: atom 1 (O): -0.589, atom 2 (O): -0.295

[4]
Formula: C7H13N4
Source: the Open Molecules 2025 dataset
Level of theory: ωB97M-V with the def2-TZVPD basis set

XYZ file:
```
24
Properties=species:S:1:pos:R:3:forces:R:3
C 2.99119 0.19831 -0.25358 -3.87 1.07 -1.00
C 0.59583 2.17376 -0.23054 0.00 0.01 -0.03
C 0.25873 -1.64154 -0.90998 0.06 0.21 0.06
C -1.57452 -0.08775 -0.20980 0.27 0.08 -0.07
C 0.32743 -0.57745 1.33545 0.05 0.05 -0.10
C 0.72075 0.77530 -0.74983 3.36 -0.85 0.91
C -0.05866 -0.36192 -0.13012 -0.16 -0.37 0.11
N 3.42484 -1.05171 -0.21391 -0.56 0.38 -0.11
N 3.90906 1.12572 -0.04988 -0.82 -0.02 -0.17
N 4.71837 -0.88484 0.04109 1.00 -0.06 0.22
N 5.00199 0.39363 0.13718 0.96 -0.41 0.20
H 1.38983 2.78747 -0.65196 0.03 0.04 0.04
H 0.68345 2.21380 0.85263 0.02 0.01 0.08
H -0.36577 2.62881 -0.51059 0.00 -0.07 -0.01
H -0.23596 -2.50367 -0.46399 -0.09 -0.09 0.07
H 1.33356 -1.80271 -0.90113 0.10 -0.11 -0.01
H -0.07362 -1.55124 -1.94362 -0.07 0.00 -0.16
H -2.13754 -0.97537 0.08741 0.02 0.00 0.04
H -1.86167 0.17181 -1.22866 -0.09 0.03 -0.11
H -1.85213 0.73403 0.44826 -0.09 0.11 0.05
H 1.38596 -0.81550 1.39292 0.07 -0.03 0.05
H -0.24176 -1.40048 1.77194 -0.11 -0.03 -0.01
H 0.14215 0.31655 1.92951 -0.03 0.08 0.09
H 0.78544 0.71963 -1.83071 -0.03 -0.05 -0.11
```
Forces are in eV/Å.

Summary:
E_HOMO (eV): -4.79
Charge: -1

Atomic partial charges in e from the Mulliken method, atoms 1 to 2: atom 1 (C): 0.550, atom 2 (C): -1.415

[5]
Formula: C7H9N5PmSSe3Te
Source: the Open Molecules 2025 dataset
Level of theory: ωB97M-V with the def2-TZVPD basis set

XYZ file:
```
27
Properties=species:S:1:pos:R:3:forces:R:3
Pm 6.28130 7.24360 6.49084 -1.31 -1.69 -0.82
N 7.83122 7.40301 4.43154 -0.60 0.31 -0.42
N 8.62760 7.95830 5.47560 0.80 -0.60 0.32
C 8.40546 9.18692 6.10132 -0.09 -0.89 -1.40
N 9.49014 9.64341 6.69594 0.59 1.01 1.55
S 6.89637 9.96803 6.00207 0.77 -0.20 -0.14
H 8.33335 6.57423 4.06846 -0.46 0.60 0.34
H 7.67746 8.07369 3.66317 0.32 -0.22 0.53
H 9.19849 7.18822 5.86851 0.02 1.12 0.01
H 10.36768 9.09033 6.67166 -0.86 0.92 0.09
H 9.38970 10.50057 7.29997 0.42 -1.49 -0.95
Se 3.58177 7.21903 5.69226 0.26 -0.15 0.04
Se 4.74284 5.48566 4.61229 0.35 -0.59 0.84
Te 5.56531 3.68760 6.47389 -0.80 0.97 -0.80
Se 7.76108 4.73487 6.94061 0.48 0.78 0.11
N 6.75304 8.34257 13.98139 -0.18 -0.33 -2.00
C 6.69971 8.13477 12.83664 1.00 -0.13 0.94
C 6.62111 7.89064 11.39425 -1.09 0.25 -0.36
C 6.83177 8.94948 10.47723 0.68 -0.94 2.42
C 6.16044 8.89114 9.28946 0.66 0.45 -0.51
N 5.61402 7.79857 8.77879 -1.30 -1.49 2.21
C 5.43166 6.71119 9.65874 0.12 0.79 -3.31
C 5.94661 6.74382 10.91969 -0.65 -0.59 1.32
H 7.53783 9.72543 10.78570 -0.93 0.33 -0.21
H 6.02890 9.81710 8.76280 0.38 0.15 -0.75
H 4.82130 5.88114 9.16811 1.13 0.92 1.10
H 5.69476 5.88990 11.57113 0.30 0.71 -0.15
```
Forces are in eV/Å.

Summary:
E_HOMO (alpha / beta) (eV): -10.41 / -10.45
ΔE to the lowest compared entry with this formula, charge and spin (kcal/mol): 15.1
2S+1: 5
Charge: +1

Atomic partial charges in e from the Mulliken method, atoms 1 to 2: atom 1 (Pm): 0.996, atom 2 (N): -0.309

[6]
Formula: C17H22N6O2S
Source: the Open Molecules 2025 dataset
Level of theory: ωB97M-V with the def2-TZVPD basis set

XYZ file:
```
48
Properties=species:S:1:pos:R:3:forces:R:3
C 2.98397 -2.47087 4.15331 0.22 0.17 -0.24
S 1.52515 -2.68254 3.05628 0.44 0.01 0.25
C 1.98163 -1.54541 1.79027 0.14 0.47 0.00
N 3.05637 -1.67227 1.04868 -0.19 -0.02 -0.21
N 3.07230 -0.58235 0.21724 -1.64 1.57 0.26
C 4.09562 -0.34013 -0.71763 1.29 0.00 -0.79
C 5.39392 -0.82154 -0.47395 0.06 0.10 0.02
C 6.43767 -0.56751 -1.37019 -0.70 0.14 -0.10
C 6.19307 0.16227 -2.53634 -0.19 -0.02 0.10
C 4.90386 0.62821 -2.80866 0.21 -0.33 0.56
C 3.86292 0.37444 -1.90826 0.00 -0.12 0.16
C 1.99657 0.26986 0.49773 0.74 0.70 -0.44
N 1.68833 1.53090 -0.00144 0.87 -0.56 -0.61
C 1.28599 -0.32127 1.48378 -0.72 -1.58 1.34
C 0.13049 0.19408 2.14543 -0.79 0.65 0.37
N -0.79350 0.68169 2.65924 1.20 -0.61 -0.74
H 2.88435 -3.10706 5.03772 -0.23 0.04 -0.27
H 3.89933 -2.74882 3.62150 -0.26 0.00 0.07
H 3.06665 -1.42856 4.47630 -0.11 -0.18 -0.05
H 5.59398 -1.39324 0.42806 -0.16 0.10 -0.12
H 7.43578 -0.94318 -1.16123 -0.20 0.05 0.01
H 7.00204 0.35516 -3.23562 -0.14 -0.01 0.10
H 4.70869 1.17613 -3.72619 -0.04 -0.09 0.17
H 2.86160 0.71086 -2.15744 0.06 -0.08 0.07
H 0.98757 2.05026 0.52727 0.55 -0.30 -0.17
H 2.46477 2.06094 -0.39272 -0.49 -0.08 0.25
C -4.20670 1.41129 1.47303 0.01 -0.51 -0.19
N -3.95360 -0.02502 1.56523 -0.32 1.28 0.26
C -3.47277 -0.86523 0.63865 0.07 -1.14 -0.10
O -3.23656 -2.01949 0.97471 0.25 0.16 -0.60
C -3.19851 -0.44458 -0.83054 0.00 0.39 -0.13
C -1.76913 0.08922 -0.99984 -0.25 -0.29 0.28
N -4.11271 0.54665 -1.40466 1.32 0.05 0.50
C -5.40132 0.31897 -1.64968 -1.77 -0.65 -0.21
C -6.16878 1.44364 -2.30374 0.05 -0.05 0.03
O -5.96653 -0.72872 -1.37783 0.43 -0.05 0.15
H -3.38340 1.90752 0.95860 -0.07 0.11 0.05
H -5.14205 1.58948 0.94087 0.01 0.21 0.00
H -4.28770 1.83031 2.47724 0.09 -0.13 -0.11
H -4.07518 -0.45642 2.46893 0.11 -0.06 -0.13
H -3.28510 -1.35716 -1.42361 -0.15 -0.08 0.32
H -1.56936 0.29575 -2.05167 -0.01 0.02 0.00
H -1.63413 0.99929 -0.41553 0.12 0.08 0.02
H -1.05893 -0.66192 -0.65102 -0.01 0.09 0.02
H -3.73071 1.43900 -1.66183 0.05 0.08 0.00
H -5.74639 1.64080 -3.28703 -0.02 0.20 -0.08
H -7.21022 1.14116 -2.40949 0.17 0.02 0.03
H -6.10935 2.33541 -1.68392 0.00 0.22 -0.08
```
Forces are in eV/Å.

Summary:
E_HOMO (eV): -8.67
ΔE to the lowest compared entry with this formula, charge and spin (kcal/mol): 19.5

Atomic partial charges in e from the Mulliken method, atoms 1 to 2: atom 1 (C): -0.836, atom 2 (S): -0.074

[7]
Formula: C5H10O
Source: the Open Molecules 2025 dataset
Level of theory: ωB97M-V with the def2-TZVPD basis set

XYZ file:
```
16
Properties=species:S:1:pos:R:3:forces:R:3
O -1.84450 0.31384 0.83607 -0.25 -0.14 0.00
C -1.06529 0.24452 -0.35341 0.27 -0.06 -0.23
C -0.32266 -1.10990 -0.43521 -0.02 -0.04 -0.01
C 1.11343 -0.84966 0.08731 0.07 0.01 -0.03
C 1.10426 0.59192 0.62922 0.03 0.02 0.09
C 0.05039 1.27704 -0.24749 0.08 -0.04 -0.04
H -2.48128 -0.41171 0.77962 0.09 0.24 0.20
H -1.70823 0.44391 -1.22106 0.08 -0.14 0.05
H -0.84346 -1.84352 0.19126 0.04 0.09 -0.13
H -0.31114 -1.50749 -1.45537 -0.01 0.09 0.11
H 1.82686 -0.90720 -0.74237 -0.09 -0.05 0.09
H 1.42626 -1.59077 0.83114 -0.05 0.18 -0.11
H 0.80708 0.61767 1.68218 -0.04 -0.02 -0.14
H 2.08924 1.06373 0.55076 -0.15 -0.05 0.04
H -0.32217 2.23916 0.11304 0.09 -0.12 0.05
H 0.48121 1.42847 -1.24569 -0.13 0.03 0.07
```
Forces are in eV/Å.

Summary:
E_HOMO (eV): -10.12
ΔE to the lowest compared entry with this formula, charge and spin (kcal/mol): 3.3

Atomic partial charges in e from the Mulliken method, atoms 1 to 2: atom 1 (O): -0.544, atom 2 (C): 0.163

Values for E_tot, eV, ordered as above
-161775.0157, -8773.6130, -9282.4519, -13428.0366, -245572.2909, -41856.9719, -7394.6242